C32H55BN13OS3Yb as an isolated structure. Source: the Open Molecules 2025 dataset; level of theory: ωB97M-V with the def2-TZVPD basis set.

The geometry in XYZ format:
```
106
Properties=species:S:1:pos:R:3:forces:R:3
Yb 8.718 10.863 12.136 -0.40 0.28 0.12
C 11.316 14.975 8.179 0.30 1.14 2.60
C 9.978 14.267 8.393 -0.71 2.32 -0.12
C 8.962 15.351 7.770 1.19 -1.19 0.80
C 10.021 13.055 7.488 -0.93 0.25 0.93
N 9.730 13.991 9.849 1.32 1.05 -1.26
C 9.117 14.863 10.712 -0.53 2.43 -1.59
C 8.981 14.465 11.952 0.07 -1.33 2.70
N 9.685 13.113 12.061 -0.64 1.54 -1.04
B 10.980 13.476 12.833 -0.05 0.85 -0.34
N 10.596 13.788 14.335 -1.63 -0.48 2.40
C 11.424 14.576 15.132 -0.14 -0.91 -1.29
C 11.020 14.549 16.409 -1.02 -0.60 1.10
N 9.865 13.721 16.450 -0.06 -0.26 -0.57
C 9.571 13.284 15.192 2.53 1.53 -1.69
S 8.175 12.500 14.674 -1.04 -0.51 -0.57
C 9.033 13.318 17.617 0.19 1.01 1.27
C 8.831 11.810 17.677 -1.22 -0.06 -0.77
C 9.665 13.836 18.944 1.34 -0.57 -0.50
C 7.679 14.036 17.575 -0.30 -0.17 -1.30
N 12.158 12.492 12.796 1.72 -1.38 0.03
C 13.389 12.748 12.218 0.20 1.55 -0.50
C 14.091 11.606 12.059 -0.05 1.00 -0.57
N 13.255 10.597 12.489 0.67 -0.38 1.07
C 12.137 11.183 13.043 -0.54 -1.04 -0.21
S 10.762 10.530 13.937 1.20 -0.60 -0.32
C 13.662 9.144 12.383 -0.64 0.18 1.14
C 14.772 8.969 11.360 -0.22 1.58 -1.54
C 14.160 8.642 13.788 -1.79 -0.90 -1.31
C 12.393 8.467 11.835 0.29 -0.39 1.30
C 9.591 12.754 10.537 -0.83 -1.41 1.22
S 10.725 11.343 10.347 -0.22 -0.16 -0.49
H 11.573 15.078 7.131 0.18 -0.14 -0.04
H 12.048 14.420 8.797 0.12 0.33 -0.69
H 11.225 16.017 8.640 0.40 -1.19 -0.59
H 9.365 15.499 6.801 0.47 0.30 -1.15
H 8.955 16.342 8.225 -0.05 -0.29 0.37
H 7.991 14.973 7.581 -1.25 -0.39 0.35
H 10.343 13.399 6.505 0.14 -0.34 0.06
H 8.990 12.732 7.437 -0.13 -0.81 -0.28
H 10.663 12.322 7.976 -0.05 -0.23 -0.58
H 8.701 15.781 10.292 0.24 -0.17 0.34
H 8.535 14.957 12.870 0.65 -0.69 -1.57
H 11.591 14.442 12.413 -0.53 0.40 0.04
H 12.268 14.982 14.607 0.19 0.42 0.43
H 11.361 14.988 17.344 0.15 -0.08 -0.68
H 9.699 11.207 17.899 0.44 0.12 0.25
H 8.415 11.485 16.685 0.37 0.12 1.13
H 8.046 11.687 18.436 0.29 -0.40 -0.01
H 10.594 13.264 19.193 -0.73 0.42 -0.05
H 8.972 13.813 19.779 -0.20 -0.53 -0.05
H 9.937 14.886 18.884 0.06 0.17 -0.25
H 7.088 13.750 16.703 0.18 -0.15 -0.06
H 7.849 15.107 17.438 -0.15 0.01 0.59
H 7.068 13.750 18.429 0.18 0.43 0.31
H 13.681 13.760 11.892 -0.39 -0.76 0.35
H 15.084 11.535 11.578 -1.03 -0.40 0.54
H 15.780 9.359 11.572 -0.49 -0.14 0.41
H 14.445 9.473 10.412 0.27 -0.28 0.68
H 14.850 7.944 11.075 0.13 -0.85 0.19
H 14.919 9.270 14.149 0.87 1.00 0.67
H 14.555 7.645 13.732 0.59 -0.58 -0.61
H 13.356 8.462 14.499 -0.26 0.85 0.10
H 11.905 9.111 11.130 -0.13 0.37 -0.44
H 11.688 8.285 12.656 0.21 0.01 -0.26
H 12.633 7.536 11.358 0.15 -0.63 -0.21
C 9.107 7.499 11.157 -1.71 -0.03 0.03
N 9.079 6.245 10.426 0.42 -0.08 -1.06
C 9.604 6.568 9.074 0.53 -0.55 -0.31
N 8.743 7.556 8.404 2.43 -0.59 -0.41
C 8.741 8.795 9.122 0.27 -0.31 1.41
N 8.282 8.592 10.570 -0.60 0.09 -1.34
C 6.852 8.046 10.383 0.91 0.77 0.08
N 6.867 6.822 9.606 -0.69 -1.19 0.74
C 7.699 5.793 10.301 0.12 0.14 -0.38
C 7.445 7.018 8.301 -1.48 0.91 -0.51
H 10.115 7.771 11.290 1.15 0.74 -0.10
H 8.674 7.370 12.130 -0.14 -0.44 0.79
H 9.690 5.635 8.423 -0.24 1.11 0.94
H 10.623 6.993 9.220 -0.63 -0.24 -0.27
H 8.033 9.414 8.627 -0.54 0.99 -0.18
H 9.709 9.287 9.161 0.07 -0.10 -0.20
H 6.216 8.845 9.904 0.78 -0.82 0.39
H 6.460 7.825 11.366 -0.19 0.00 0.31
H 7.675 4.768 9.838 -0.16 1.21 -0.06
H 7.358 5.677 11.309 -0.62 -0.09 0.65
H 6.827 7.701 7.672 0.16 -0.41 0.54
H 7.467 6.058 7.834 0.11 -0.66 -0.60
C 6.016 8.808 17.107 -1.12 0.07 0.49
N 6.374 9.111 15.755 1.37 -0.55 0.36
C 5.468 9.762 14.870 0.12 1.48 0.85
C 6.267 9.897 13.622 1.35 0.25 -0.96
O 6.010 10.536 12.598 0.50 -0.91 1.08
N 7.488 9.232 13.832 -0.34 1.54 -1.00
C 7.567 8.965 15.132 -0.29 -1.08 -0.47
N 8.697 8.413 15.633 -1.38 0.20 2.14
H 6.409 7.843 17.375 0.32 -0.39 0.30
H 4.902 8.696 17.139 0.93 0.17 0.05
H 6.308 9.567 17.853 0.00 -0.17 -0.38
H 5.215 10.704 15.364 -0.05 0.44 -0.64
H 4.555 9.259 14.728 -1.16 -1.03 -0.28
H 9.541 8.582 15.146 0.86 0.30 -0.99
H 8.851 8.396 16.652 -0.44 0.05 -0.87
C 8.116 12.270 10.422 0.38 -1.37 -0.36
H 7.423 13.063 10.705 -0.01 0.01 -0.28
H 7.941 11.889 9.392 0.03 0.29 0.52
```
Positions in Å, forces in eV/Å.

Computed properties:
Spin multiplicity: 2
Kohn-Sham gap (spin up / spin down), eV: 5.9862 / 5.9823
Largest force on an atom, hartree/bohr: 0.066